ORCA calculation (ωB97M-V/def2-TZVPD) on a structure of composition C16H24N4O2S2.

XYZ file:
```
48
C16H24N4O2S2, DFT ωB97M-V/def2-TZVPD
C -3.47 -4.50 1.49
H -2.91 -4.10 2.32
O -3.65 -3.39 0.46
C -2.60 -2.80 0.05
C -3.07 -1.87 -1.06
H -3.72 -2.26 -1.66
H -3.86 -1.13 -0.22
C -1.93 -0.92 -1.63
N -1.22 -0.19 -0.61
C 0.03 -0.68 0.07
N 0.32 0.43 1.00
N -0.61 1.33 0.90
C -1.42 0.80 0.01
C -2.51 1.97 -0.06
C -3.64 1.82 -1.04
C -4.52 2.95 -0.67
C -3.92 3.72 0.15
S -2.53 3.30 0.91
H -4.27 4.93 0.31
H -5.38 3.17 -1.24
H -3.92 1.02 -1.66
S 0.68 -2.00 -0.21
C 2.29 -1.87 0.73
H 2.65 -2.93 0.83
H 1.97 -1.54 1.44
C 3.39 -0.96 0.08
O 4.18 -1.54 -0.68
N 3.16 0.42 0.51
H 2.18 0.41 1.17
C 3.88 1.40 0.14
C 3.57 1.75 -1.48
H 2.46 1.74 -1.72
H 4.12 2.56 -1.77
H 3.88 0.64 -2.00
C 5.31 1.19 0.31
H 5.93 2.34 0.01
H 5.73 0.40 -0.41
H 5.53 1.12 1.63
C 3.30 2.67 0.89
H 3.68 3.67 0.64
H 3.60 2.41 2.09
H 2.10 2.80 0.98
H -1.32 -1.69 -1.95
H -2.30 -0.37 -2.24
H -2.05 -3.39 -0.48
H -2.01 -2.38 0.94
H -4.38 -5.08 1.70
H -2.70 -5.39 1.02
```

Molar mass in g/mol: 368.53
HOMO energy in eV: -7.382
LUMO energy in eV: 0.40
Energy in eV: -48690.702
F_max in eV/Å: 19.196

Atomic partial charges in e from the natural (NBO) method, atoms 1 to 8: C -0.26; H 0.19; O -0.53; C -0.04; C -0.33; H 0.20; H 0.17; C -0.18

ORCA calculation (ωB97M-V/def2-TZVPD) on a structure of composition C18H13Cl2IrN4OS.

XYZ file:
```
40
C18H13Cl2IrN4OS, DFT ωB97M-V/def2-TZVPD
Ir -0.04 -0.35 -0.43
N -2.88 2.04 1.83
C -1.86 1.26 1.37
S -1.23 1.65 -0.20
N -1.45 0.29 2.09
N -0.48 -0.50 1.51
C -0.03 -1.45 2.26
C 1.01 -2.37 1.94
C 1.15 -3.56 2.68
C 2.12 -4.47 2.35
C 2.99 -4.19 1.28
C 2.89 -3.01 0.58
C 1.89 -2.08 0.89
O 1.79 -0.93 0.24
H -3.10 2.89 1.34
H -3.19 1.91 2.77
H -0.51 -1.54 3.23
H 0.45 -3.75 3.48
H 2.21 -5.40 2.90
H 3.75 -4.91 1.00
H 3.55 -2.78 -0.25
Cl -4.70 -0.99 1.38
C -4.71 -0.22 -0.22
Cl -3.50 -0.91 -1.29
H -4.49 0.83 -0.08
H -5.69 -0.38 -0.66
N -0.51 -10.11 0.58
C -0.50 -8.98 0.39
C -0.50 -7.56 0.14
C -1.40 -6.73 0.81
C -1.40 -5.37 0.56
C -0.51 -4.82 -0.37
C 0.38 -5.66 -1.04
C 0.39 -7.02 -0.79
C -0.50 -3.41 -0.60
C -0.49 -2.21 -0.79
H -2.08 -7.17 1.52
H -2.10 -4.72 1.07
H 1.07 -5.23 -1.75
H 1.08 -7.67 -1.31
```

Molar mass in g/mol: 596.52
HOMO energy in eV: -7.950
LUMO energy in eV: -1.36
Energy in eV: -65600.755
F_max in eV/Å: 2.444

Atomic partial charges in e from the natural (NBO) method, atoms 1 to 8: Ir 1.01; N -0.80; C 0.27; S -0.26; N -0.39; N -0.19; C 0.18; C -0.25

ORCA calculation (ωB97M-V/def2-TZVPD) on a structure of composition C18H34MoN5O6SbSe5.

XYZ file:
```
70
C18H34MoN5O6SbSe5, DFT ωB97M-V/def2-TZVPD
Mo 0.25 1.43 -1.04
C 0.86 -0.97 -1.28
C 1.10 -1.12 0.16
C -0.14 -1.01 0.76
C -1.14 -0.84 -0.30
C -0.54 -0.98 -1.54
C -1.14 -1.52 -2.83
C -2.66 -1.35 -2.88
C -0.53 -0.93 -4.10
C -0.84 -3.04 -2.80
C -0.59 -1.11 2.22
C -0.17 -2.47 2.81
C -0.04 0.06 3.05
C -2.12 -1.06 2.34
C 2.52 -1.50 0.57
C 3.54 -0.83 -0.38
C 2.98 -1.12 1.97
C 2.62 -3.03 0.40
H 1.58 -1.30 -2.01
H -2.21 -0.85 -0.15
H -2.94 -0.30 -2.87
H -3.15 -1.85 -2.04
H -3.05 -1.79 -3.80
H -0.77 0.13 -4.20
H -0.94 -1.45 -4.97
H 0.55 -1.03 -4.12
H -1.27 -3.49 -1.90
H 0.23 -3.22 -2.79
H -1.27 -3.52 -3.68
H 0.91 -2.57 2.89
H -0.55 -3.28 2.19
H -0.59 -2.57 3.82
H 1.05 0.07 3.08
H -0.40 0.01 4.08
H -0.35 1.01 2.62
H -2.59 -1.90 1.82
H -2.53 -0.13 1.96
H -2.39 -1.12 3.40
H 3.35 0.24 -0.44
H 3.54 -1.25 -1.38
H 4.55 -0.96 0.03
H 2.97 -0.05 2.12
H 4.02 -1.45 2.10
H 2.41 -1.58 2.77
H 2.36 -3.32 -0.62
H 1.94 -3.54 1.08
H 3.64 -3.36 0.60
N -0.69 4.08 1.43
N -1.89 3.43 1.74
C -2.35 2.48 0.88
N -3.58 1.94 1.15
N -1.66 2.13 -0.19
N -2.28 1.71 -1.32
O -1.38 1.40 -2.23
O -3.51 1.46 -1.44
H 0.06 3.71 2.04
H -0.80 5.06 1.67
H -2.09 3.27 2.72
H -4.17 2.53 1.73
H -4.02 1.60 0.29
Se -0.45 3.28 -5.66
Sb 1.16 3.59 -3.89
Se 1.87 1.32 -2.85
Se 0.24 3.87 -1.49
Se 3.03 5.00 -4.41
O 2.78 1.80 4.01
Se 2.32 2.87 2.86
O 0.79 3.41 3.21
O 1.22 1.69 0.27
O 3.35 4.13 2.76
```

Molar mass in g/mol: 1029.00
HOMO energy (spin up / spin down) in eV: -2.071 / -2.181
LUMO energy (spin up / spin down) in eV: 3.31 / 3.38
Energy in eV: -374074.965
Total charge: -2
F_max in eV/Å: 2.527
2S+1: 3

Atomic partial charges in e from the natural (NBO) method, atoms 1 to 8: Mo 0.89; C -0.24; C -0.05; C 0.07; C -0.25; C -0.07; C -0.05; C -0.62

ORCA calculation (ωB97M-V/def2-TZVPD) on an isolated molecule of C2H9N3.

XYZ file:
```
14
C2H9N3, DFT ωB97M-V/def2-TZVPD
C 0.29 -0.43 0.81
C -0.39 0.68 0.08
N 0.26 0.47 -1.36
N 0.25 -0.83 -1.94
N -0.24 -0.05 2.28
H -0.11 1.18 -2.01
H 0.08 -0.79 -2.95
H 1.17 -1.26 -1.84
H 0.21 0.77 2.69
H -1.24 -0.14 2.42
H 1.38 -0.38 0.85
H -0.12 -1.42 0.60
H -0.08 1.67 0.40
H -1.47 0.54 -0.02
```

Molar mass in g/mol: 75.11
HOMO energy in eV: -7.866
LUMO energy in eV: 1.23
Energy in eV: -6687.740
F_max in eV/Å: 5.686
Structure (SMILES): NCCNN

Atomic partial charges in e from the natural (NBO) method, atoms 1 to 8: C -0.23; C -0.22; N -0.53; N -0.69; N -0.90; H 0.34; H 0.35; H 0.34

ORCA calculation (ωB97M-V/def2-TZVPD) on an isolated molecule of C20H28N2O6S.

XYZ file:
```
57
C20H28N2O6S, DFT ωB97M-V/def2-TZVPD
C -5.55 -2.81 0.18
H -6.28 -3.59 0.41
O -6.23 -1.59 0.32
C -5.54 -0.44 0.12
C -4.20 -0.37 -0.26
C -3.60 0.87 -0.43
C -4.31 2.05 -0.23
C -5.64 1.97 0.15
C -6.25 0.75 0.32
H -7.29 0.67 0.62
H -6.21 2.88 0.31
H -3.82 2.99 -0.36
C -2.21 0.94 -0.82
N -1.50 2.03 -0.94
C -0.25 1.61 -1.31
C -0.26 0.24 -1.41
O -1.51 -0.17 -1.11
C 0.77 -0.75 -1.83
H 1.17 -0.48 -2.80
H 0.31 -1.73 -1.89
H 1.60 -0.78 -1.12
C 0.85 2.57 -1.46
H 0.51 3.51 -1.89
H 1.70 2.17 -2.01
S 1.51 3.03 0.20
O 1.75 4.44 0.22
O 2.67 2.19 0.47
C 0.22 2.65 1.44
C -0.06 1.17 1.64
O -1.18 0.73 1.74
N 1.06 0.43 1.76
H 1.93 0.85 1.47
C 1.03 -1.01 1.90
C 2.36 -1.52 2.45
H 2.29 -2.61 2.53
H 2.54 -1.11 3.44
C 3.55 -1.17 1.56
O 3.34 -1.66 0.25
C 4.45 -1.48 -0.62
C 4.45 -0.10 -1.29
H 5.43 0.10 -1.71
H 4.22 0.68 -0.57
H 3.71 -0.07 -2.08
C 4.38 -2.60 -1.67
H 5.20 -2.50 -2.36
H 4.43 -3.57 -1.18
H 3.44 -2.53 -2.21
H 5.38 -1.60 -0.04
H 4.46 -1.62 1.98
H 3.71 -0.08 1.54
H 0.21 -1.27 2.57
H 0.84 -1.48 0.93
H 0.60 3.10 2.36
H -0.68 3.16 1.12
H -3.62 -1.26 -0.42
H -5.19 -2.95 -0.85
H -4.71 -2.89 0.87
```

Molar mass in g/mol: 424.52
HOMO energy in eV: -8.108
LUMO energy in eV: 0.63
Energy in eV: -47294.817
F_max in eV/Å: 1.397
Structure (SMILES): COc1cccc(-c2nc(CS(=O)(=O)CC(=O)NCCCOC(C)C)c(C)o2)c1

Atomic partial charges in e from the natural (NBO) method, atoms 1 to 8: C -0.25; H 0.20; O -0.49; C 0.31; C -0.30; C -0.01; C -0.22; C -0.19

ORCA calculation (ωB97M-V/def2-TZVPD) on a cluster of 5 separate species, C43H65BNO3 in total.

XYZ file:
```
113
C43H65BNO3, DFT ωB97M-V/def2-TZVPD
C 5.06 2.73 2.49
C 4.00 1.61 2.37
C 4.47 0.28 2.97
C 3.37 -0.69 3.41
C 2.79 -1.53 2.27
C 1.97 -0.73 1.23
C 0.65 -1.38 0.79
B -0.35 -0.34 0.03
N 0.27 0.31 -1.22
O -0.82 0.76 0.95
C -2.14 0.49 1.29
C -2.72 -0.36 0.14
C -3.81 -1.34 0.66
C -5.11 -1.58 -0.12
C -6.27 -1.97 0.81
C -7.11 -0.76 1.29
C -7.12 -0.52 2.81
C -8.51 -0.65 3.44
C -9.42 0.53 3.09
C -3.29 0.52 -0.98
O -2.53 1.69 -1.17
C -2.83 2.36 -2.36
C -2.50 3.83 -2.17
O -1.61 -1.10 -0.30
H 4.74 3.52 3.17
H 5.27 3.20 1.53
H 6.00 2.34 2.87
H 3.07 1.91 2.87
H 3.73 1.47 1.32
H 5.10 -0.23 2.23
H 5.13 0.50 3.82
H 2.57 -0.13 3.90
H 3.79 -1.37 4.17
H 2.16 -2.32 2.68
H 3.62 -2.04 1.77
H 2.58 -0.55 0.35
H 1.73 0.26 1.64
H 0.15 -1.79 1.67
H 0.87 -2.24 0.13
H 0.70 1.21 -1.03
H 0.99 -0.27 -1.64
H -2.20 -0.12 2.21
H -2.70 1.42 1.46
H -4.07 -1.03 1.68
H -3.28 -2.29 0.75
H -5.41 -0.69 -0.68
H -4.95 -2.36 -0.87
H -5.86 -2.47 1.69
H -6.91 -2.71 0.32
H -6.74 0.13 0.78
H -8.14 -0.88 0.95
H -6.74 0.48 3.03
H -6.44 -1.22 3.30
H -8.97 -1.59 3.10
H -8.41 -0.74 4.53
H -9.36 1.32 3.85
H -9.13 0.98 2.14
H -10.47 0.24 3.01
H -3.33 -0.08 -1.90
H -4.32 0.84 -0.72
H -2.27 1.91 -3.19
H -3.90 2.26 -2.59
H -2.97 4.15 -1.23
H -2.89 4.43 -2.99
H -1.42 4.00 -2.08
C -5.94 4.92 -0.56
C -6.39 6.04 0.13
C -6.55 5.97 1.51
C -6.26 4.80 2.19
C -5.80 3.69 1.49
C -5.65 3.75 0.12
H -5.81 4.96 -1.64
H -6.61 6.95 -0.40
H -6.90 6.84 2.05
H -6.37 4.75 3.27
H -5.56 2.77 2.02
H -5.29 2.88 -0.42
C -0.09 -2.33 -6.02
C -0.40 -1.20 -5.28
C -0.44 -1.25 -3.89
C -0.17 -2.45 -3.24
C 0.15 -3.58 -3.98
C 0.19 -3.53 -5.37
H -0.06 -2.29 -7.10
H -0.61 -0.26 -5.79
H -0.67 -0.38 -3.28
H -0.22 -2.48 -2.16
H 0.36 -4.52 -3.47
H 0.43 -4.41 -5.94
C 8.85 -1.54 1.38
C 9.95 -0.75 1.70
C 9.87 0.63 1.60
C 8.69 1.23 1.18
C 7.60 0.44 0.85
C 7.68 -0.94 0.95
H 8.92 -2.62 1.46
H 10.87 -1.22 2.04
H 10.73 1.24 1.86
H 8.62 2.31 1.10
H 6.67 0.91 0.53
H 6.82 -1.55 0.70
C 6.33 -2.91 -3.57
C 7.01 -2.30 -2.53
C 8.31 -2.67 -2.23
C 8.94 -3.65 -2.99
C 8.26 -4.26 -4.04
C 6.96 -3.89 -4.33
H 5.31 -2.62 -3.80
H 6.52 -1.54 -1.94
H 8.83 -2.20 -1.41
H 9.96 -3.95 -2.76
H 8.75 -5.02 -4.63
H 6.43 -4.36 -5.15
```

Molar mass in g/mol: 654.81
HOMO energy in eV: -4.335
LUMO energy in eV: 2.35
Energy in eV: -53957.806
Total charge: -1
F_max in eV/Å: 0.268

Atomic partial charges in e from the Löwdin method, atoms 1 to 8: C -0.12; C -0.25; C -0.22; C -0.22; C -0.21; C -0.23; C -0.10; B -0.92

- Among the records above, which one has the lowest F_max?
  C43H65BNO3